Molecular formula: C33H31IrN5O3
Method: DFT, ωB97M-V/def2-TZVPD

CARTESIAN COORDINATES (ANGSTROEM)
1 Ir -0.357 -0.425 0.040
2 C 3.008 1.564 -1.851
3 C 2.514 1.859 -3.118
4 C 1.193 1.575 -3.396
5 C 0.376 1.020 -2.413
6 N 0.856 0.780 -1.171
7 C 2.147 1.029 -0.919
8 C -0.979 0.531 -2.639
9 C -1.777 0.904 -3.723
10 C -3.031 0.345 -3.872
11 C -3.496 -0.576 -2.935
12 C -2.723 -0.916 -1.835
13 C -1.450 -0.380 -1.689
14 H 4.041 1.740 -1.589
15 H 3.159 2.283 -3.876
16 H 0.788 1.744 -4.384
17 H 2.491 0.784 0.073
18 H -1.436 1.657 -4.425
19 H -3.658 0.640 -4.703
20 H -4.480 -1.012 -3.050
21 H -3.120 -1.585 -1.084
22 O 1.023 -2.141 -0.270
23 C 1.273 -2.827 -1.277
24 C 1.632 -2.252 -2.622
25 C 0.532 -2.486 -3.689
26 C -0.348 -3.712 -3.444
27 C 0.407 -5.040 -3.374
28 C 1.505 -5.062 -2.290
29 N 1.233 -4.156 -1.184
30 H 2.573 -2.706 -2.939
31 H 1.809 -1.188 -2.495
32 H 1.008 -2.560 -4.669
33 H -0.122 -1.614 -3.707
34 H -1.086 -3.773 -4.246
35 H -0.909 -3.564 -2.518
36 H 0.873 -5.255 -4.338
37 H -0.317 -5.833 -3.181
38 H 2.466 -4.798 -2.731
39 H 1.611 -6.061 -1.876
40 H 0.942 -4.534 -0.292
41 C 0.911 -0.084 2.046
42 C 0.987 1.209 2.474
43 C 2.116 2.110 2.292
44 C 2.080 3.368 2.757
45 C 0.877 3.905 3.503
46 C 0.249 2.758 4.210
47 C -0.200 1.853 3.125
48 H 0.245 -0.720 2.626
49 H 1.847 -0.573 1.773
50 H 3.014 1.748 1.807
51 H 2.925 4.031 2.604
52 H 1.143 4.759 4.123
53 H 0.066 2.658 5.266
54 H -0.935 1.106 3.417
55 N -1.409 -1.817 0.974
56 C -1.715 -2.833 1.458
57 N -2.122 -3.895 1.993
58 C -1.573 -5.062 2.175
59 N -1.135 -6.121 2.356
60 O -3.725 0.842 1.779
61 C -2.692 1.354 1.401
62 O -1.921 0.936 0.441
63 C -2.244 2.674 2.013
64 C -3.084 3.534 2.580
65 C -2.580 4.789 3.150
66 C -1.295 5.131 3.081
67 C -0.245 4.257 2.455
68 C -0.769 2.863 2.036
69 H -4.143 3.317 2.598
70 H -3.293 5.463 3.609
71 H -0.957 6.080 3.485
72 H 0.202 4.785 1.607
73 H -0.377 2.577 1.061

HOMO-LUMO gap (spin up / spin down)   0.260 / 0.261 Ha
Net charge   0
2S+1   2
Lowest unoccupied orbital energy (spin up / spin down)   -0.71 / -0.68 eV

***

Molecular formula: C33H31N5O2P2RhS
Method: DFT, ωB97M-V/def2-TZVPD

CARTESIAN COORDINATES (ANGSTROEM)
1 Rh 0.138 1.294 0.036
2 N 3.132 4.863 0.014
3 C 2.245 3.874 0.231
4 S 2.525 2.351 -0.575
5 N 1.247 4.066 1.042
6 N 0.320 3.158 1.212
7 C -0.647 3.423 2.130
8 C -1.745 2.582 2.212
9 C -2.796 2.753 3.163
10 C -3.878 1.920 3.132
11 C -3.944 0.923 2.144
12 C -2.887 0.793 1.262
13 N -1.809 1.553 1.305
14 H 3.921 4.696 -0.583
15 H 3.039 5.736 0.501
16 H -0.558 4.310 2.743
17 H -2.704 3.550 3.885
18 H -4.682 2.032 3.843
19 H -4.797 0.273 2.065
20 H -2.925 0.051 0.475
21 N 0.486 -1.703 -0.253
22 P -0.103 -1.063 1.225
23 C -0.243 -2.580 2.235
24 C 0.766 -2.978 3.105
25 C 0.596 -4.111 3.880
26 C -0.580 -4.840 3.801
27 C -1.590 -4.443 2.939
28 C -1.427 -3.310 2.163
29 C 1.389 -0.239 1.916
30 C 2.678 -0.423 1.413
31 C 3.741 0.244 1.997
32 C 3.533 1.092 3.075
33 C 2.258 1.270 3.588
34 C 1.186 0.613 3.010
35 P 0.313 -0.496 -1.449
36 C 1.424 -1.201 -2.702
37 C 2.716 -0.732 -2.902
38 C 3.566 -1.428 -3.747
39 C 3.134 -2.583 -4.380
40 C 1.842 -3.045 -4.184
41 C 0.986 -2.356 -3.348
42 C -1.335 -0.756 -2.195
43 C -2.343 -1.429 -1.515
44 C -3.607 -1.533 -2.070
45 C -3.875 -0.949 -3.298
46 C -2.869 -0.292 -3.987
47 C -1.603 -0.197 -3.441
48 H 0.456 -2.697 -0.465
49 H 1.679 -2.405 3.175
50 H 1.382 -4.421 4.554
51 H -0.717 -5.710 4.425
52 H -2.512 -5.004 2.885
53 H -2.226 -2.987 1.508
54 H 2.841 -1.089 0.575
55 H 4.736 0.105 1.602
56 H 4.369 1.612 3.520
57 H 2.102 1.926 4.432
58 H 0.189 0.729 3.418
59 H 3.044 0.167 -2.398
60 H 4.575 -1.077 -3.904
61 H 3.805 -3.127 -5.026
62 H 1.506 -3.947 -4.673
63 H -0.026 -2.704 -3.193
64 H -2.131 -1.886 -0.555
65 H -4.382 -2.066 -1.542
66 H -4.867 -1.009 -3.716
67 H -3.071 0.138 -4.955
68 H -0.806 0.293 -3.981
69 C -0.378 3.098 -3.662
70 O 0.071 2.312 -2.543
71 C -0.679 2.316 -1.458
72 O -1.747 2.838 -1.320
73 H 0.475 3.664 -4.028
74 H -1.179 3.767 -3.349
75 H -0.746 2.432 -4.441

HOMO-LUMO gap (spin up / spin down)   0.242 / 0.242 Ha
Net charge   +1
Lowest unoccupied orbital energy (spin up / spin down)   -3.68 / -3.68 eV

***

Molecular formula: C33H32As2MnN2O6Se
Method: DFT, ωB97M-V/def2-TZVPD

CARTESIAN COORDINATES (ANGSTROEM)
1 Mn -0.409 -1.572 -0.659
2 C -0.407 1.798 -1.652
3 C -0.353 1.950 -0.128
4 As 0.639 0.525 0.851
5 C -0.123 0.586 2.660
6 C -1.161 -0.308 2.903
7 C -1.777 -0.373 4.140
8 C -1.342 0.443 5.171
9 C -0.278 1.305 4.959
10 C 0.331 1.373 3.716
11 C 2.269 1.613 1.249
12 C 3.533 1.035 1.242
13 C 4.665 1.800 1.477
14 C 4.549 3.153 1.741
15 C 3.292 3.729 1.806
16 C 2.164 2.964 1.576
17 As 0.997 1.004 -2.864
18 C 1.244 -0.933 -2.500
19 C 0.940 -1.758 -3.595
20 C 1.310 -3.091 -3.621
21 C 2.011 -3.644 -2.562
22 C 2.387 -2.841 -1.496
23 C 2.022 -1.498 -1.465
24 C 2.663 1.719 -2.102
25 C 3.869 1.030 -2.206
26 C 5.060 1.631 -1.837
27 C 5.069 2.946 -1.405
28 C 3.884 3.656 -1.335
29 C 2.693 3.045 -1.675
30 H -0.544 2.800 -2.090
31 H -1.306 1.239 -1.922
32 H -1.384 1.953 0.249
33 H 0.104 2.908 0.127
34 H -1.456 -1.007 2.126
35 H -2.598 -1.056 4.289
36 H -1.824 0.405 6.138
37 H 0.072 1.934 5.764
38 H 1.177 2.030 3.580
39 H 3.639 -0.030 1.064
40 H 5.642 1.340 1.458
41 H 5.429 3.758 1.897
42 H 3.179 4.776 2.042
43 H 1.193 3.437 1.675
44 H 0.411 -1.331 -4.441
45 H 1.048 -3.707 -4.469
46 H 2.282 -4.689 -2.569
47 H 2.991 -3.248 -0.698
48 H 2.465 -0.845 -0.714
49 H 3.877 0.016 -2.592
50 H 5.987 1.079 -1.905
51 H 5.999 3.417 -1.126
52 H 3.890 4.690 -1.022
53 H 1.767 3.607 -1.629
54 O -1.345 -5.317 -0.545
55 Se -1.685 -3.799 -0.709
56 O -0.899 -3.098 -1.970
57 O -1.088 -2.907 0.591
58 O -3.240 -3.479 -0.820
59 O -3.767 -2.674 2.085
60 C -4.999 -2.839 1.434
61 N -5.763 -1.612 1.485
62 C -5.583 -0.535 0.698
63 O -6.167 0.517 0.859
64 C -4.610 -0.707 -0.438
65 C -5.035 -0.933 -1.741
66 C -4.086 -0.976 -2.751
67 C -2.755 -0.810 -2.423
68 N -2.336 -0.567 -1.175
69 C -3.256 -0.509 -0.212
70 H -3.060 -3.005 1.511
71 H -5.585 -3.609 1.951
72 H -4.850 -3.136 0.390
73 H -6.338 -1.459 2.302
74 H -6.085 -1.061 -1.956
75 H -4.370 -1.119 -3.782
76 H -1.983 -0.846 -3.185
77 H -2.898 -0.276 0.783

HOMO-LUMO gap (spin up / spin down)   0.318 / 0.309 Ha
Net charge   0
2S+1   6
Lowest unoccupied orbital energy (spin up / spin down)   0.07 / -0.32 eV

***

Molecular formula: C33H32As2O4SSn
Method: DFT, ωB97M-V/def2-TZVPD

CARTESIAN COORDINATES (ANGSTROEM)
1 Sn 1.455 -0.022 1.790
2 C 1.390 2.220 5.272
3 C 1.136 0.822 4.786
4 C -0.096 0.471 4.225
5 C -0.371 -0.848 3.860
6 C 0.594 -1.839 4.040
7 C 1.836 -1.494 4.569
8 C 2.099 -0.178 4.939
9 H 0.990 2.330 6.282
10 H 0.896 2.956 4.638
11 H 2.454 2.444 5.318
12 H -0.862 1.234 4.131
13 H -1.355 -1.118 3.497
14 H 0.364 -2.871 3.810
15 H 2.579 -2.260 4.743
16 H 3.048 0.065 5.400
17 C -0.580 0.177 -2.685
18 C -1.462 0.797 -1.600
19 As -0.851 1.070 0.306
20 C 0.293 2.660 0.175
21 C 1.501 2.588 -0.527
22 C 2.336 3.695 -0.601
23 C 1.981 4.876 0.032
24 C 0.796 4.946 0.752
25 C -0.038 3.841 0.838
26 C -2.551 1.867 0.881
27 C -3.151 2.912 0.185
28 C -4.363 3.423 0.619
29 C -4.978 2.905 1.752
30 C -4.379 1.871 2.454
31 C -3.172 1.348 2.014
32 As 0.428 -1.449 -2.319
33 C -0.670 -2.915 -1.767
34 C -0.333 -4.185 -2.226
35 C -1.135 -5.257 -1.870
36 C -2.249 -5.055 -1.066
37 C -2.568 -3.783 -0.608
38 C -1.782 -2.700 -0.959
39 C 1.586 -1.740 -3.817
40 C 2.830 -1.116 -3.794
41 C 3.690 -1.283 -4.866
42 C 3.300 -2.063 -5.947
43 C 2.052 -2.668 -5.968
44 C 1.182 -2.513 -4.902
45 H 0.187 0.875 -3.027
46 H -1.198 -0.070 -3.552
47 H -2.379 0.220 -1.481
48 H -1.752 1.786 -1.948
49 H 1.772 1.683 -1.061
50 H 3.259 3.639 -1.163
51 H 2.627 5.741 -0.032
52 H 0.511 5.869 1.240
53 H -0.954 3.902 1.411
54 H -2.666 3.352 -0.678
55 H -4.829 4.229 0.069
56 H -5.922 3.313 2.088
57 H -4.856 1.466 3.337
58 H -2.705 0.527 2.547
59 H 0.557 -4.329 -2.825
60 H -0.887 -6.248 -2.222
61 H -2.871 -5.896 -0.793
62 H -3.435 -3.634 0.021
63 H -2.025 -1.709 -0.598
64 H 3.124 -0.521 -2.939
65 H 4.661 -0.808 -4.856
66 H 3.979 -2.204 -6.777
67 H 1.755 -3.269 -6.817
68 H 0.203 -2.977 -4.914
69 O 3.166 -1.286 0.555
70 S 2.069 -1.944 -0.128
71 O 2.311 -3.020 -1.018
72 O 0.955 -2.113 0.826
73 O 1.472 -0.737 -1.050

HOMO-LUMO gap   0.309 Ha
Net charge   +2
Lowest unoccupied orbital energy   -5.93 eV

***

Molecular formula: C33H32AsCrF6N7O5S3
Method: DFT, ωB97M-V/def2-TZVPD

CARTESIAN COORDINATES (ANGSTROEM)
1 Cr -1.291 1.215 -0.109
2 C -0.342 -1.839 -2.973
3 C -0.547 -0.593 -2.191
4 N -1.407 -0.448 -1.240
5 N -2.245 -1.481 -0.968
6 C -2.443 -1.805 0.278
7 N -3.368 -2.753 0.530
8 S -1.589 -1.255 1.693
9 C 0.336 0.574 -2.359
10 C 1.264 0.722 -3.372
11 C 2.034 1.875 -3.410
12 C 1.863 2.843 -2.431
13 C 0.923 2.629 -1.443
14 N 0.182 1.518 -1.414
15 H -1.064 -2.591 -2.675
16 H 0.663 -2.227 -2.793
17 H -0.448 -1.642 -4.043
18 H -3.890 -3.149 -0.231
19 H -3.491 -3.117 1.458
20 H 1.368 -0.051 -4.120
21 H 2.763 2.018 -4.196
22 H 2.450 3.750 -2.429
23 H 0.758 3.336 -0.640
24 F -3.522 3.303 3.721
25 C -2.547 3.681 2.916
26 F -1.750 4.539 3.523
27 F -3.087 4.284 1.840
28 S -1.611 2.215 2.315
29 O -0.686 2.726 1.262
30 O -2.667 1.493 1.555
31 N -1.023 1.708 3.593
32 S 0.313 0.696 3.738
33 O -0.150 -0.621 4.159
34 O -0.590 -0.125 1.131
35 C 0.820 1.545 5.323
36 F 1.946 0.967 5.744
37 F -0.101 1.447 6.265
38 F 1.073 2.834 5.074
39 C 2.625 -4.306 4.580
40 C 3.066 -3.019 4.314
41 C 2.800 -2.432 3.086
42 C 2.093 -3.126 2.107
43 C 1.639 -4.410 2.388
44 C 1.913 -5.001 3.613
45 As 1.635 -2.220 0.428
46 C 1.998 -3.674 -0.841
47 C 3.113 -3.787 -1.668
48 C 3.244 -4.868 -2.532
49 C 2.256 -5.840 -2.595
50 C 1.122 -5.716 -1.805
51 C 0.989 -4.632 -0.950
52 C 3.244 -1.119 0.310
53 C 3.064 0.260 0.305
54 C 4.155 1.123 0.296
55 C 5.441 0.606 0.284
56 C 5.632 -0.771 0.308
57 C 4.543 -1.628 0.338
58 H 2.824 -4.763 5.541
59 H 3.616 -2.465 5.064
60 H 3.145 -1.422 2.897
61 H 1.082 -4.969 1.648
62 H 1.568 -6.007 3.812
63 H 3.885 -3.029 -1.651
64 H 4.125 -4.950 -3.156
65 H 2.364 -6.681 -3.267
66 H 0.337 -6.460 -1.862
67 H 0.080 -4.520 -0.366
68 H 2.058 0.659 0.347
69 H 4.001 2.195 0.314
70 H 6.295 1.270 0.279
71 H 6.637 -1.175 0.317
72 H 4.700 -2.696 0.413
73 N -2.416 2.494 -1.127
74 C -3.231 3.230 -1.492
75 N -4.140 4.050 -1.910
76 C -4.816 4.995 -1.001
77 C -6.281 5.052 -1.391
78 O -6.424 5.378 -2.760
79 C -5.839 4.411 -3.606
80 C -4.346 4.292 -3.350
81 H -4.360 5.981 -1.120
82 H -4.689 4.661 0.026
83 H -6.780 5.839 -0.830
84 H -6.769 4.094 -1.175
85 H -6.007 4.749 -4.627
86 H -6.325 3.437 -3.470
87 H -3.843 5.222 -3.628
88 H -3.916 3.468 -3.916

HOMO-LUMO gap (spin up / spin down)   0.241 / 0.226 Ha
Net charge   +1
2S+1   4
Lowest unoccupied orbital energy (spin up / spin down)   -3.51 / -3.90 eV

***

Molecular formula: C33H32BNO9PS3Tc
Method: DFT, ωB97M-V/def2-TZVPD

CARTESIAN COORDINATES (ANGSTROEM)
1 Tc -0.633 -0.098 -0.142
2 S 1.914 -3.519 1.344
3 C 0.408 -3.625 2.172
4 C -0.465 -2.641 1.820
5 C 0.064 -1.717 0.855
6 C 1.355 -2.094 0.523
7 C 2.110 -1.274 -0.389
8 C 3.441 -1.478 -0.768
9 C 4.040 -0.605 -1.649
10 C 3.305 0.471 -2.148
11 C 1.994 0.616 -1.744
12 N 1.401 -0.227 -0.896
13 H 0.241 -4.432 2.868
14 H -1.463 -2.562 2.228
15 H 3.983 -2.317 -0.352
16 H 5.071 -0.752 -1.944
17 H 3.732 1.183 -2.840
18 H 1.365 1.422 -2.102
19 O -5.027 -0.002 0.299
20 S -3.799 -0.507 -0.193
21 O -3.798 -1.969 -0.662
22 O -2.649 -0.346 0.715
23 O -3.419 -0.019 -1.610
24 O -1.905 3.563 -2.247
25 S -1.563 2.710 -1.139
26 O -0.866 1.476 -1.616
27 O -2.583 2.419 -0.160
28 C -0.344 3.621 -0.178
29 C -0.131 4.946 -0.535
30 C 0.626 5.777 0.278
31 C 1.146 5.292 1.470
32 C 0.951 3.964 1.813
33 C 0.236 3.095 0.992
34 P 0.117 1.298 1.450
35 C -0.734 1.480 3.066
36 C -0.099 1.594 4.299
37 C -0.839 1.772 5.459
38 C -2.223 1.853 5.397
39 C -2.862 1.763 4.167
40 C -2.125 1.576 3.008
41 C 1.854 0.942 1.943
42 C 2.100 -0.147 2.779
43 C 3.396 -0.558 3.053
44 C 4.472 0.096 2.472
45 C 4.242 1.159 1.611
46 C 2.945 1.575 1.348
47 H -0.590 5.311 -1.442
48 H 0.787 6.809 -0.007
49 H 1.704 5.944 2.130
50 H 1.369 3.587 2.738
51 H 0.980 1.543 4.364
52 H -0.331 1.850 6.412
53 H -2.800 1.991 6.302
54 H -3.940 1.832 4.104
55 H -2.623 1.507 2.052
56 H 1.269 -0.700 3.203
57 H 3.559 -1.409 3.703
58 H 5.485 -0.231 2.676
59 H 5.072 1.662 1.130
60 H 2.786 2.398 0.664
61 C 0.100 -3.123 -2.645
62 C -1.043 -2.181 -2.970
63 C -0.570 -1.045 -3.868
64 O -1.565 -1.611 -1.758
65 B -2.993 -1.430 -1.955
66 O -3.364 -1.980 -3.184
67 C -2.309 -2.890 -3.543
68 C -2.577 -4.228 -2.860
69 C -2.309 -3.056 -5.051
70 H 0.971 -2.559 -2.316
71 H 0.380 -3.691 -3.536
72 H -0.170 -3.816 -1.849
73 H 0.214 -0.490 -3.357
74 H -1.387 -0.356 -4.079
75 H -0.165 -1.426 -4.808
76 H -2.540 -4.127 -1.775
77 H -1.855 -4.986 -3.170
78 H -3.577 -4.562 -3.138
79 H -2.301 -2.088 -5.548
80 H -3.209 -3.590 -5.357
81 H -1.439 -3.632 -5.377

HOMO-LUMO gap (spin up / spin down)   0.248 / 0.234 Ha
Net charge   -1
2S+1   2
Lowest unoccupied orbital energy (spin up / spin down)   2.31 / 2.31 eV